[1]
Here is an isolated ion of composition C3H8N3S and charge +1 in a non-equilibrium geometry from the OMol25 dataset. Energies are from ωB97M-V/def2-TZVPD.

Structure (ORCA input):
```
! RIJCOSX wB97M-V def2-TZVPD def2/J DEFGRID3
* xyz 1 1
N 2.620 -0.332 0.072
N 1.277 -0.579 0.301
C 0.309 -0.434 -0.642
N -0.413 1.034 -0.610
C -1.556 1.027 -0.008
C -2.047 -0.254 0.464
S -1.147 -1.562 -0.386
H 2.942 -0.940 -0.720
H 3.119 -0.422 0.953
H 0.974 -0.373 1.295
H 0.875 -0.660 -1.639
H 0.016 1.883 -0.949
H -2.006 1.989 0.102
H -1.892 -0.202 1.479
H -3.071 -0.176 0.286
*
```

structure (SMILES)	NN[C@@H]1[NH+]=CCS1
LUMO	-4.4679	eV

---

[2]
Here is an isolated ion of composition C3H8N3S2 and charge +1 in a non-equilibrium geometry from the OMol25 dataset. Energies are from ωB97M-V/def2-TZVPD.

Structure (ORCA input):
```
! RIJCOSX wB97M-V def2-TZVPD def2/J DEFGRID3
* xyz 1 1
C 1.378 0.850 1.549
C -0.813 -0.965 1.944
C 0.887 -0.622 -1.368
N 1.106 1.188 0.251
N 0.230 0.263 -0.437
N -1.558 0.120 1.604
S 2.315 1.405 2.695
S 0.793 -1.088 1.925
H -1.324 -1.899 2.178
H 0.198 -1.169 -1.949
H 1.411 0.016 -2.064
H 1.572 -1.292 -0.889
H 1.397 2.066 -0.172
H -0.943 0.866 1.312
H -2.551 0.199 1.958
H -0.508 0.712 -0.816
*
```

LUMO	-4.4933	eV

---

[3]
Here is C3H8N4 as an isolated structure in a non-equilibrium geometry from the OMol25 dataset. Energies are from ωB97M-V/def2-TZVPD.

Structure (ORCA input):
```
! RIJCOSX wB97M-V def2-TZVPD def2/J DEFGRID3
* xyz 0 1
C -2.358 0.422 -0.386
N 0.748 -0.666 1.337
C 1.439 -0.057 -0.002
N 2.076 -1.053 -0.720
C -1.197 0.411 0.543
N -0.332 -0.519 0.483
N 1.824 1.149 -0.080
H 1.023 -1.645 1.297
H 1.490 -1.743 -1.153
H 2.828 -0.701 -1.289
H 1.463 1.746 0.655
H -1.013 1.293 1.167
H -3.281 0.673 0.153
H -2.459 -0.540 -0.894
H -2.250 1.230 -1.111
*
```

LUMO	0.7757	eV

---

[4]
Here is C3H8N4 as an isolated structure in a non-equilibrium geometry from the OMol25 dataset. Energies are from ωB97M-V/def2-TZVPD.

Structure (ORCA input):
```
! RIJCOSX wB97M-V def2-TZVPD def2/J DEFGRID3
* xyz 0 1
C -1.210 -0.327 -0.171
C -0.108 -1.032 0.474
C 1.268 -0.908 0.052
H -0.151 1.161 1.469
H -0.069 2.545 0.286
H -1.967 1.380 -0.156
H -2.587 -1.647 -0.324
H -0.428 -1.978 0.877
H 1.898 -1.635 0.399
H 1.778 1.027 -0.746
H 3.051 -0.420 -1.074
N 0.110 1.479 0.351
N -1.054 1.023 -0.399
N -2.460 -0.646 -0.442
N 1.927 -0.021 -0.596
*
```

LUMO	0.4962	eV

---

[5]
Here is a single C3H8N4 molecule in a non-equilibrium geometry from the OMol25 dataset. Energies are from ωB97M-V/def2-TZVPD.

Structure (ORCA input):
```
! RIJCOSX wB97M-V def2-TZVPD def2/J DEFGRID3
* xyz 0 1
H 3.617 -0.514 -0.525
N 2.666 -0.613 -0.194
N 1.960 0.341 -0.490
N 0.720 0.386 0.576
C 0.017 -0.809 0.841
C -1.219 -0.688 -0.117
C -1.310 0.824 -0.447
N -0.145 1.413 0.236
H -0.189 -0.750 1.880
H 0.542 -1.704 0.700
H -2.091 -0.886 0.371
H -1.221 -1.372 -0.992
H -1.243 0.949 -1.554
H -2.251 1.079 -0.116
H 0.146 2.345 -0.170
*
```

structure (SMILES)	[H]/N=N/N1CCCN1
LUMO	1.2396	eV

---

[6]
Here is C3H8N4 as an isolated structure in a non-equilibrium geometry from the OMol25 dataset. Energies are from ωB97M-V/def2-TZVPD.

Structure (ORCA input):
```
! RIJCOSX wB97M-V def2-TZVPD def2/J DEFGRID3
* xyz 0 1
C 0.484 -1.364 0.275
C 1.450 0.888 -0.462
C 0.346 0.146 0.261
N -1.956 -0.066 -0.680
N -1.148 0.924 1.283
N 0.065 0.695 1.575
N -0.961 0.675 -0.045
H -2.561 0.609 -1.150
H -2.534 -0.460 0.065
H 0.491 -1.768 -0.743
H 1.424 -1.661 0.754
H 1.494 0.592 -1.516
H 2.426 0.670 -0.014
H 1.309 1.975 -0.429
H -0.328 -1.853 0.825
*
```

LUMO	0.9286	eV

---

HOMO energy readings, ordered: -12.13, -13.06, -8.93, -7.70, -7.72, -9.58 eV
Kohn-Sham gap readings, ordered: 7.7, 8.6, 9.7, 8.2, 9.0, 10.5 eV
ΔE to the lowest compared entry with this formula, charge and spin readings, ordered: 231.9, 268.6, 350.7, 475.4, 459.4, 344.6 kJ/mol